C40H42IrN3P2 | ωB97M-V with the def2-TZVPD basis set

The geometry in XYZ format:
```
88
Properties=species:S:1:pos:R:3:mulliken_charge:R:1
Ir 1.16496 -1.38678 2.03146 1.01
C 0.05800 -4.19033 5.38919 -1.08
C 0.58238 -5.38742 4.91629 -0.40
C 1.18948 -5.42079 3.67745 -1.09
C 1.26955 -4.25705 2.91862 1.32
N 0.76302 -3.10275 3.38850 -0.08
C 0.17261 -3.07516 4.58920 0.06
C 1.90247 -4.15708 1.58788 0.60
C 2.49085 -5.25290 0.97135 -0.79
C 3.09195 -5.11181 -0.27147 -0.86
C 3.11180 -3.87390 -0.90089 -1.00
C 2.51898 -2.77790 -0.29157 0.16
C 1.90319 -2.88473 0.96629 0.16
H -0.42949 -4.12332 6.35035 0.43
H 0.51631 -6.28707 5.51212 0.47
H 1.59965 -6.34785 3.30564 0.36
H -0.22828 -2.12167 4.91030 0.35
H 2.49612 -6.22544 1.44481 0.41
H 3.54938 -5.96995 -0.74428 0.42
H 3.58789 -3.76640 -1.86656 0.47
H 2.54400 -1.82724 -0.80625 0.28
N 2.85791 -0.84204 3.40412 -0.72
C 2.78967 0.47105 4.08919 -0.66
C 1.41531 0.72918 4.69596 -0.71
C 0.35833 1.20255 3.70701 -0.30
N -0.21229 0.09907 2.87928 -0.54
H 2.87786 -1.59289 4.09228 0.31
H 3.72649 -0.92020 2.88133 0.31
H 3.01638 1.23574 3.34397 0.34
H 3.56470 0.52268 4.85541 0.43
H 1.51889 1.49588 5.46447 0.44
H 1.06519 -0.16516 5.22212 0.17
H 0.79219 1.92487 3.01485 0.15
H -0.45443 1.70869 4.23017 0.50
H -0.73549 0.51052 2.10481 -0.28
H -0.89996 -0.40546 3.43664 0.42
C 1.49705 0.85178 -0.88643 1.23
C 1.09876 2.11179 -0.11330 -0.95
P -0.89673 2.02087 -0.38672 0.93
C -2.56145 1.26785 -0.72668 0.52
C -3.07297 0.29893 0.12318 0.04
C -4.33530 -0.23966 -0.10573 -0.74
C -5.07758 0.19139 -1.19182 -0.63
C -4.56427 1.15817 -2.05181 -0.74
C -3.31093 1.69650 -1.82224 -0.47
C -1.37840 3.77322 -0.44643 0.31
C -1.09830 4.66377 -1.47718 0.08
C -1.53392 5.98020 -1.40922 -0.87
C -2.25092 6.41921 -0.30697 -0.55
C -2.55007 5.53368 0.71952 -0.69
C -2.12644 4.21728 0.64688 -0.82
P 0.16058 0.93206 -2.11947 1.61
C -0.67257 -0.57862 -2.54904 0.47
C -1.51089 -0.63671 -3.66607 -0.55
C -2.26581 -1.77359 -3.89431 -0.87
C -2.19532 -2.84909 -3.01560 -0.67
C -1.37525 -2.78695 -1.89833 -0.84
C -0.62236 -1.64932 -1.65767 -0.42
C 0.86361 1.68741 -3.59423 1.20
C 1.04535 0.89312 -4.72949 -0.80
C 1.72095 1.40395 -5.82767 -0.77
C 2.22135 2.69601 -5.80227 -0.61
C 2.06246 3.48146 -4.66866 -1.05
C 1.39078 2.97947 -3.56680 -0.47
H 1.46383 -0.02604 -0.22963 -1.78
H 2.47917 0.89556 -1.35973 0.74
H 1.38101 3.04736 -0.59455 0.54
H 1.38747 2.12182 0.93402 0.30
H -2.48679 -0.05042 0.96632 0.13
H -4.73662 -0.99024 0.56115 0.48
H -6.06129 -0.21941 -1.37263 0.43
H -5.14784 1.49754 -2.89688 0.46
H -2.92817 2.46421 -2.48694 0.46
H -0.57934 4.33661 -2.36909 0.33
H -1.32125 6.65835 -2.22348 0.47
H -2.58802 7.44482 -0.25361 0.41
H -3.12201 5.86613 1.57437 0.42
H -2.39334 3.53251 1.44384 0.36
H -1.57804 0.19521 -4.35650 0.64
H -2.91106 -1.82308 -4.76028 0.46
H -2.78225 -3.73694 -3.20394 0.45
H -1.32099 -3.62178 -1.21272 0.56
H 0.00998 -1.60237 -0.77555 0.14
H 0.66938 -0.11942 -4.76521 0.46
H 1.85331 0.78409 -6.70356 0.45
H 2.74130 3.08994 -6.66459 0.42
H 2.46292 4.48506 -4.64110 0.46
H 1.31163 3.59938 -2.68521 0.25
```

HOMO-LUMO gap (alpha / beta)   7.1 / 7.1 eV
Highest occupied orbital energy (alpha / beta)   -12.0 / -13.5 eV
Total energy   -68032.038 eV
Net charge   +2
2S+1   5


C40H42IrN7O4PS2 | ωB97M-V with the def2-TZVPD basis set

The geometry in XYZ format:
```
97
Properties=species:S:1:pos:R:3:mulliken_charge:R:1
Ir 0.38083 -0.55163 -0.16564 2.73
O -0.71743 1.26087 3.06381 -0.64
C -0.66892 0.15689 2.58062 -0.01
O -0.89475 -0.03974 1.28296 -0.77
C -0.41300 -1.07714 3.38532 0.50
C -0.64570 -0.98678 4.75245 -0.54
C -0.55076 -2.10983 5.55873 -0.81
C -0.23205 -3.33761 4.99592 -0.80
C 0.02155 -3.43172 3.63625 -0.73
C -0.04684 -2.30282 2.81900 0.50
P 0.35190 -2.59681 1.07378 1.45
C 1.92975 -3.47813 1.04119 0.89
C 2.73859 -3.56970 2.17375 -0.81
C 3.99259 -4.15885 2.08788 -0.66
C 4.45033 -4.65848 0.87831 -0.76
C 3.64490 -4.58312 -0.25219 -1.13
C 2.39368 -3.99609 -0.17276 -0.48
C -0.97885 -3.69462 0.53597 1.31
C -2.28168 -3.24573 0.77183 -0.68
C -3.35956 -4.03613 0.41674 -0.79
C -3.14700 -5.27708 -0.17396 -0.69
C -1.85573 -5.73016 -0.39534 -0.78
C -0.76686 -4.94399 -0.03847 -0.83
H -0.92291 -0.02501 5.16191 0.60
H -0.74093 -2.02976 6.62031 0.46
H -0.17740 -4.22509 5.61183 0.49
H 0.27912 -4.39583 3.21243 0.56
H 2.39760 -3.19597 3.13050 0.26
H 4.60885 -4.23110 2.97456 0.52
H 5.42821 -5.11663 0.81571 0.44
H 3.99163 -4.98387 -1.19529 0.47
H 1.78456 -3.93793 -1.06491 0.54
H -2.45111 -2.28487 1.24715 0.45
H -4.36630 -3.69129 0.61171 0.49
H -3.99110 -5.89852 -0.44183 0.45
H -1.68915 -6.70707 -0.82901 0.50
H 0.23139 -5.33205 -0.18061 0.47
C -1.84383 -2.43523 -4.26306 -0.79
O -0.48290 -2.18611 -3.80045 -0.29
C -0.31857 -1.67249 -2.63861 0.63
S 1.30946 -1.40838 -2.03458 -0.56
S -1.46901 -1.22567 -1.51153 -0.29
H -1.73364 -2.88317 -5.24248 0.29
H -2.37767 -1.48842 -4.31985 0.38
H -2.33150 -3.11950 -3.57046 0.37
C 2.42232 0.09146 2.16138 -0.28
N 2.27310 0.22889 0.65777 0.94
C 3.44862 -0.49588 0.02883 -0.52
N 4.71357 -0.01701 0.51469 0.15
C 4.76868 -0.18797 1.96925 -0.52
N 3.69728 0.56443 2.62433 0.17
C 3.83214 1.98294 2.28483 -0.71
N 3.75763 2.17159 0.83343 0.22
C 2.48656 1.70530 0.35558 -0.62
C 4.83492 1.40961 0.20166 -0.76
H 2.30658 -0.96180 2.41177 -0.14
H 1.63234 0.67710 2.62858 -0.12
H 3.40125 -0.31893 -1.04875 0.64
H 3.34452 -1.55899 0.23291 -0.34
H 5.73172 0.16331 2.33652 0.38
H 4.66686 -1.24719 2.20933 0.18
H 4.79048 2.35130 2.64664 0.34
H 3.03430 2.54851 2.76833 0.35
H 2.42044 1.83709 -0.72395 0.21
H 1.68867 2.26162 0.84571 0.07
H 5.79376 1.77732 0.56312 0.35
H 4.79469 1.54755 -0.88013 0.34
C -5.74124 3.26013 -4.63588 -1.43
C -4.86105 4.01854 -3.68100 0.79
C -4.84181 3.72649 -2.32202 -0.95
C -4.05798 4.45060 -1.43332 -0.18
C -3.24844 5.47354 -1.90411 -0.10
N -2.42808 6.25411 -1.03546 -0.03
C -1.87133 5.85099 0.14884 0.20
O -1.68426 6.58553 1.08576 -0.61
N -1.52456 4.48557 0.25866 -0.04
C -0.93898 3.64972 -0.66759 0.10
C -0.60309 3.99303 -1.97790 -0.41
C -0.01440 3.03302 -2.78101 -1.49
C 0.25847 1.77620 -2.28389 -0.22
N -0.04126 1.44503 -1.01683 0.01
C -0.63315 2.35494 -0.23954 -0.33
C -3.25100 5.77574 -3.26270 -0.16
C -4.05605 5.06320 -4.13334 -0.70
H -6.31033 2.48689 -4.12213 0.34
H -5.15305 2.78570 -5.42326 0.33
H -6.45116 3.92935 -5.12329 0.35
H -5.48185 2.94044 -1.93881 0.35
H -4.09940 4.23350 -0.37391 0.51
H -2.58051 7.25308 -1.04972 0.29
H -1.39034 4.23377 1.22830 0.20
H -0.77467 4.98739 -2.35652 0.67
H 0.25739 3.26784 -3.80060 0.50
H 0.75522 1.03593 -2.89325 0.56
H -0.86093 2.07152 0.77819 0.33
H -2.62896 6.58404 -3.63054 0.46
H -4.06340 5.32632 -5.18453 0.42
```

HOMO-LUMO gap (alpha / beta)   6.6 / 3.9 eV
Highest occupied orbital energy (alpha / beta)   -12.6 / -12.6 eV
Total energy   -94569.681 eV
Net charge   +2
2S+1   2